Molecular formula: C6H17N3
Method: DFT, wB97M-V/def2-TZVPD

The HOMO-LUMO gap is 0.3597 Ha. The SMILES is [H]/N=C(\N)N(C)C.CCC.

Atoms and positions in Å:
H  -0.656  -2.295  -0.077
N  -1.095  -1.484  0.349
C  -1.476  -0.636  -0.514
N  -1.550  -0.456  -1.847
N  -2.178  0.624  -0.111
C  -1.264  1.568  0.543
C  -3.384  0.363  0.683
H  -2.176  0.585  -1.541
H  -1.205  -1.167  -2.477
H  -0.905  1.161  1.492
H  -1.784  2.509  0.720
H  -0.412  1.743  -0.112
H  -3.901  1.304  0.869
H  -4.033  -0.310  0.125
H  -3.125  -0.105  1.636
C  2.122  -0.374  -1.153
C  2.221  0.028  0.318
C  3.496  -0.491  0.982
H  1.202  -0.005  -1.606
H  2.131  -1.462  -1.254
H  2.967  0.018  -1.725
H  2.190  1.120  0.399
H  1.347  -0.354  0.850
H  3.548  -0.194  2.031
H  3.537  -1.582  0.942
H  4.386  -0.107  0.478



Molecular formula: C9H14N2O7
Method: DFT, wB97M-V/def2-TZVPD

The HOMO-LUMO gap is 0.3625 Ha. The SMILES is N[C@@H](CCC(=O)O)C(=O)N[C@@H](CC(=O)O)C(=O)O.

Atoms and positions in Å:
N  -0.097  3.294  0.965
C  -0.552  1.908  0.956
C  -2.066  2.003  0.658
C  -2.867  0.712  0.499
C  -2.824  -0.099  1.733
O  -1.923  -0.788  2.064
O  -3.926  0.167  2.459
C  0.254  1.116  -0.128
O  0.814  1.685  -1.039
N  0.240  -0.216  -0.041
C  0.959  -1.080  -0.999
C  2.415  -1.386  -0.615
C  3.267  -0.179  -0.876
O  3.851  0.506  -0.094
O  3.480  -0.044  -2.198
C  0.077  -2.330  -1.180
O  0.262  -3.129  -2.053
O  -0.972  -2.418  -0.333
H  -0.114  3.615  0.014
H  0.874  3.329  1.257
H  -0.311  1.484  1.930
H  -2.533  2.686  1.404
H  -2.161  2.574  -0.262
H  -2.390  0.139  -0.273
H  -3.946  0.885  0.201
H  -3.833  -0.337  3.332
H  -0.233  -0.702  0.732
H  0.974  -0.596  -1.975
H  2.772  -2.224  -1.235
H  2.533  -1.674  0.436
H  4.060  0.751  -2.285
H  -1.376  -3.303  -0.477



Molecular formula: C3H5NO4
Method: DFT, wB97M-V/def2-TZVPD

The HOMO-LUMO gap (alpha / beta) is 0.3229 / 0.3050 Ha.

Atoms and positions in Å:
C  -0.579  0.619  0.275
C  -1.432  -0.413  -0.603
C  0.740  0.152  0.816
N  1.814  0.415  -0.034
O  1.708  0.852  -1.130
O  2.883  0.126  0.554
O  -1.089  -1.574  0.077
O  0.162  -1.817  0.054
H  -0.362  1.420  -0.421
H  -1.315  1.076  0.936
H  -2.501  -0.341  -0.622
H  -1.082  -0.358  -1.680
H  1.053  -0.159  1.779



Calculated energy relative to the best compared isomer or geometry (same formula, charge and spin), 178.0; 48.4; 921.7 kJ/mol (same order as the records).